Record 1
Below is a 6-piece molecular cluster, C29H64NO6S overall in a non-equilibrium geometry, with properties calculated with the ωB97M-V functional and the def2-TZVPD basis.

The geometry in XYZ format:
```
101
Properties=species:S:1:pos:R:3:forces:R:3
C -0.373507 -1.122983 5.082398 0.8 0.5 -1.3
C -0.799319 -0.691616 4.014851 0.5 -0.2 -0.3
C -1.195410 -0.226665 2.547475 -0.4 -1.1 1.6
C -0.117725 0.860159 2.124481 -0.3 0.6 1.0
S 1.640159 0.224919 2.242492 -0.9 0.7 -1.4
C 2.155644 0.180817 0.442141 0.4 0.1 0.0
C 3.750712 0.187383 0.439398 -0.8 -0.8 0.6
C -2.680584 0.352344 2.653777 0.5 0.3 -0.3
C -3.497812 0.348597 1.291541 -2.2 3.0 0.0
C -3.138903 1.630564 0.365335 -0.2 -0.4 0.5
C -5.043476 0.586587 1.713359 0.0 -0.1 0.3
N -3.479145 -0.944866 0.546742 0.9 -0.6 3.4
O -4.140652 -1.803953 1.313603 0.1 0.4 -1.3
C -2.111368 -1.502075 0.354309 1.8 -2.3 -1.5
C -2.325298 -3.046088 -0.092965 0.9 0.2 -0.7
C -1.277520 -0.837916 -0.834462 -0.4 0.8 0.1
C -1.206570 -1.554028 1.660048 0.4 0.2 0.1
H 0.348933 -1.458286 5.869710 -1.6 0.5 -1.0
H -0.324828 1.373593 1.139309 0.3 -0.9 1.0
H -0.169797 1.684771 2.914441 0.0 -1.0 -1.0
H 1.762240 1.082613 -0.114894 0.3 -1.0 0.7
H 1.723006 -0.760283 -0.012986 0.6 1.1 0.4
H 4.070015 -0.253682 1.444190 -0.1 0.6 -1.4
H 4.158380 1.235160 0.355488 -0.4 -1.2 0.0
H 4.112676 -0.523247 -0.356378 -0.1 1.1 0.8
H -2.576899 1.430194 3.021985 -0.4 -1.3 -0.5
H -3.274637 -0.204246 3.437513 0.8 0.4 -1.0
H -2.308982 2.177029 0.895569 -0.7 -0.5 -1.1
H -4.011001 2.362966 0.310889 1.1 -1.1 0.1
H -2.911124 1.346499 -0.700072 0.1 0.4 1.3
H -5.269541 0.061390 2.694932 0.1 0.4 -1.4
H -5.731480 0.196672 0.892191 0.9 0.5 1.1
H -5.264932 1.689848 1.887073 0.5 -1.3 -0.3
H -1.502938 -3.293069 -0.844439 -1.0 0.3 1.0
H -3.301730 -3.203283 -0.640462 1.0 0.2 0.9
H -2.182403 -3.766149 0.767659 -0.6 0.9 -1.0
H -0.790941 0.132029 -0.520252 -0.6 -0.9 -0.3
H -1.996606 -0.595729 -1.677494 1.0 -0.4 0.8
H -0.431803 -1.505835 -1.205530 -1.3 0.7 0.5
H -0.137429 -1.739964 1.301431 -1.3 0.2 0.5
H -1.476294 -2.439602 2.317357 0.1 1.2 -0.8
C 7.329308 -3.370796 -1.985443 0.0 0.0 -0.3
C 6.988226 -2.226164 -1.043926 0.1 -0.6 0.3
C 7.991651 -2.128592 0.094630 0.1 0.3 0.1
O 5.681493 -2.424831 -0.509336 -0.1 0.2 -0.1
H 7.307008 -4.329249 -1.457605 0.1 0.1 0.1
H 6.594408 -3.436149 -2.791695 0.1 0.1 0.0
H 8.320501 -3.238156 -2.425780 0.0 0.0 0.0
H 6.971226 -1.285291 -1.600244 -0.2 0.0 0.1
H 7.991986 -3.044803 0.693152 0.0 0.0 -0.1
H 7.728352 -1.309929 0.768766 0.0 0.0 -0.1
H 9.002729 -1.958706 -0.283357 0.0 0.0 0.0
H 5.684287 -3.256687 -0.014170 -0.1 0.0 -0.1
C -1.883907 6.278845 -1.644970 -0.2 0.1 -0.1
C -2.042284 5.261263 -0.526110 0.7 0.1 -0.2
C -0.963965 5.429075 0.531920 0.0 0.0 0.3
O -1.972454 3.942739 -1.068749 -0.2 -0.1 -0.1
H -0.920259 6.156652 -2.149798 0.0 0.0 0.1
H -2.658386 6.138835 -2.403257 0.0 0.0 0.1
H -1.949944 7.300009 -1.262047 0.0 0.0 0.0
H -3.026917 5.371081 -0.066941 0.1 -0.2 0.0
H 0.032065 5.277218 0.102431 -0.1 0.1 -0.1
H -1.083774 4.684482 1.323454 -0.1 0.1 0.0
H -1.002462 6.423767 0.979888 0.0 -0.1 0.0
H -1.104249 3.833743 -1.477899 -0.1 0.1 0.1
C 3.003280 -5.092199 -1.942085 0.2 -0.1 -0.2
C 2.871031 -5.418316 -0.463799 -0.4 0.5 -0.3
C 1.434360 -5.260014 0.009770 -0.1 -0.2 0.2
O 3.716581 -4.553123 0.290865 0.3 -0.1 0.2
H 2.713503 -4.055618 -2.140426 -0.1 -0.1 0.1
H 4.041250 -5.198007 -2.268497 -0.1 -0.1 0.0
H 2.377051 -5.751457 -2.548152 0.0 0.1 0.0
H 3.207603 -6.441889 -0.280600 0.1 0.1 0.1
H 1.091606 -4.228663 -0.122703 0.0 0.0 -0.1
H 1.354728 -5.485801 1.075971 0.0 -0.1 -0.1
H 0.762114 -5.923797 -0.539260 0.0 0.1 0.0
H 3.426281 -3.643973 0.134860 0.0 -0.1 0.0
C -4.579254 5.175395 3.363523 0.1 -0.3 0.0
C -3.752458 6.451687 3.394647 -0.7 0.1 -0.1
C -4.502866 7.580422 4.083988 0.2 0.2 0.2
O -3.429509 6.840725 2.060207 0.3 0.0 -0.1
H -5.509352 5.326877 2.806494 0.0 0.1 0.1
H -4.032534 4.376271 2.855696 0.0 0.0 0.1
H -4.828350 4.841282 4.373377 0.0 0.0 -0.1
H -2.809478 6.266029 3.914902 0.1 0.1 -0.2
H -5.430334 7.813894 3.551709 0.0 -0.1 0.0
H -3.902323 8.493190 4.089273 0.0 -0.1 0.0
H -4.749555 7.318443 5.115531 0.0 0.0 -0.1
H -4.256762 7.007820 1.590044 0.1 0.0 0.1
C -0.661579 -2.525010 -5.798465 -0.1 0.3 0.0
C 0.505858 -2.820085 -4.869807 -0.3 -0.6 -0.3
C 1.459429 -3.834116 -5.483398 0.3 0.0 0.1
O 0.010662 -3.324481 -3.630414 0.1 0.2 0.3
H -1.242712 -3.431638 -5.994213 0.1 0.0 0.0
H -1.343541 -1.804635 -5.340210 0.1 0.0 0.0
H -0.315071 -2.120400 -6.752346 0.0 0.0 0.0
H 1.044432 -1.894457 -4.651513 -0.1 -0.1 0.2
H 0.951406 -4.785893 -5.668375 -0.1 0.1 -0.1
H 2.286502 -4.044469 -4.800872 0.0 0.1 0.0
H 1.869948 -3.469284 -6.427936 0.0 -0.1 0.0
H -0.467670 -4.143648 -3.812441 0.1 0.1 0.0
```
Forces are in eV/Å.

E_LUMO (alpha / beta), hartree: 0.021 / -0.003
HOMO (alpha / beta), eV: -8.4 / -8.5
2S+1: 2
Total charge: 0
Kohn-Sham gap (alpha / beta), eV: 9.0 / 8.4


Record 2
Below is a 2-piece molecular cluster, C4H6N2O overall in a non-equilibrium geometry, with properties calculated with the ωB97M-V functional and the def2-TZVPD basis.

The geometry in XYZ format:
```
13
Properties=species:S:1:pos:R:3:forces:R:3
C 1.350944 1.840077 0.636325 -0.2 0.3 -0.1
C 0.446862 0.892654 -0.109071 0.1 1.1 0.0
O -0.488331 1.225321 -0.786577 0.2 -0.3 0.1
C 0.922468 -0.477183 0.054151 0.5 -0.7 -0.2
N 1.573090 -1.417744 0.177916 0.2 0.0 0.0
H 2.376152 1.705046 0.295037 0.1 -0.1 0.0
H 1.033710 2.866433 0.469824 0.0 0.0 0.0
H 1.322536 1.608858 1.700109 0.0 -0.1 0.1
C -1.896563 -1.506112 -0.809000 -0.5 -0.3 -0.5
N -1.203392 -1.424229 0.228842 -0.3 0.1 0.8
H -2.330606 -2.422159 -1.219563 0.1 -0.1 0.1
H -2.084669 -0.592416 -1.358325 -0.1 0.1 -0.1
H -1.022200 -2.298548 0.720332 -0.1 -0.1 -0.2
```
Forces are in eV/Å.

E_LUMO, hartree: 0.006
HOMO, eV: -9.9
SMILES: CC(=O)C#N.C=N
Total charge: 0
Kohn-Sham gap, eV: 10.1
Energy above the lowest of the compared OMol25 structures with the same formula, charge and spin, kcal per mole: 58.34


Record 3
Below is C35H32N7O6SSbSe4Tc as an isolated structure, with properties calculated with the ωB97M-V functional and the def2-TZVPD basis.

The geometry in XYZ format:
```
87
Properties=species:S:1:pos:R:3:forces:R:3
Tc 0.600101 0.734552 -2.507794 0.0 0.5 -0.4
C -5.638057 -1.920021 1.833638 0.0 0.0 0.0
O -4.915313 -0.865417 2.469342 0.0 0.0 0.0
C -4.982410 0.367510 1.905433 0.0 -0.1 0.0
C -5.725940 0.672745 0.773209 0.0 0.0 -0.1
C -5.739127 1.974451 0.289127 0.0 0.0 0.0
C -4.962822 2.955635 0.877241 0.1 0.1 0.1
C -4.242394 2.660992 2.030637 0.0 0.0 0.0
C -4.268445 1.379982 2.549503 0.0 0.1 0.0
N -5.018704 4.310761 0.382246 0.1 0.0 -0.1
N -3.998710 4.853773 -0.064010 -0.2 -0.1 0.2
C -2.791864 4.082031 -0.219540 0.0 -0.1 -0.2
C -1.672977 4.344407 0.520969 0.0 0.1 0.1
C -0.478659 3.611584 0.346342 0.0 0.0 0.0
C -0.415425 2.637207 -0.619061 0.0 0.0 0.0
O 0.657683 1.873580 -0.859382 -0.1 0.1 0.0
C -1.545299 2.415775 -1.426344 0.0 0.0 0.0
N -1.380380 1.464805 -2.390194 0.0 0.0 0.1
C -2.367763 1.181269 -3.209084 -0.1 0.0 0.0
C -3.594668 1.865352 -3.129144 0.0 0.0 0.0
C -3.779150 2.827929 -2.179487 0.0 0.0 0.0
C -2.739205 3.120852 -1.264140 0.0 0.0 0.0
H -5.437853 -2.813660 2.416870 0.0 0.0 0.0
H -5.293866 -2.067266 0.807472 0.0 0.0 0.0
H -6.710303 -1.718141 1.843155 0.0 0.0 0.0
H -6.316385 -0.081865 0.275141 0.0 0.0 0.0
H -6.362749 2.223389 -0.560314 0.0 0.0 0.0
H -3.702605 3.448657 2.540298 0.0 0.0 0.0
H -3.796228 1.158217 3.499328 0.0 0.0 0.0
H -1.712258 5.128301 1.268148 0.0 0.0 0.0
H 0.394908 3.839092 0.943791 0.0 0.0 0.0
H -2.190751 0.432638 -3.964234 0.0 0.0 0.0
H -4.370829 1.612421 -3.836900 0.0 0.0 0.0
H -4.709481 3.378874 -2.130951 0.0 0.0 0.0
Se -3.667073 -1.945381 -2.448488 0.0 0.0 0.0
Sb -1.464417 -2.753511 -2.168433 0.1 0.1 0.0
Se -0.613785 -0.648517 -0.568193 0.1 0.0 -0.1
Se 0.355624 -1.611751 -3.517677 -0.1 -0.2 -0.1
Se -0.721802 -4.788366 -1.260535 -0.1 -0.1 0.0
N 8.823083 -5.871006 -1.139294 0.0 0.0 0.0
C 8.065707 -5.008350 -1.176696 0.0 0.0 0.0
C 7.118913 -3.925527 -1.221076 0.0 0.0 0.0
C 7.027618 -3.043239 -0.147302 0.0 0.0 0.0
C 6.104681 -2.013122 -0.177332 0.0 0.0 0.1
C 5.289889 -1.860862 -1.288848 0.0 0.0 0.0
C 5.386063 -2.721574 -2.372012 0.0 0.0 -0.1
C 6.296320 -3.762302 -2.332617 0.0 0.0 0.0
N 4.319952 -0.817554 -1.307001 0.0 0.0 0.0
C 4.448326 0.452799 -0.779732 0.0 0.1 0.0
C 3.256270 1.064581 -0.964050 -0.2 -0.1 0.1
N 2.390680 0.168270 -1.568700 0.3 0.1 -0.1
C 3.075424 -0.939855 -1.783578 -0.1 0.0 0.1
H 7.671172 -3.174161 0.711605 0.0 0.0 0.0
H 6.010138 -1.344992 0.668794 0.0 0.0 0.0
H 4.773354 -2.571236 -3.251730 0.0 0.0 0.0
H 6.381776 -4.441926 -3.169136 0.0 0.0 0.0
H 5.375269 0.815882 -0.372587 0.0 0.0 0.0
H 2.950172 2.066095 -0.728078 0.0 0.0 0.0
H 2.688149 -1.827159 -2.252342 0.0 0.0 0.0
C -0.320442 -0.110596 4.555285 0.0 0.0 0.0
N -0.867505 0.225338 3.211133 0.1 0.0 0.0
C -1.738140 -0.880927 2.712774 0.0 0.0 0.0
C 0.208779 0.650739 2.218289 0.0 0.0 0.0
C 1.069283 -0.493792 1.773393 0.0 0.0 0.1
C 2.160945 -0.870826 2.553151 0.0 0.0 0.0
C 2.926466 -1.979489 2.224853 0.0 0.0 0.0
C 2.592582 -2.737542 1.112255 0.0 0.0 0.0
C 1.532679 -2.354000 0.301847 0.1 0.0 0.0
C 0.789708 -1.222216 0.609637 -0.1 0.0 0.0
H -1.151221 -0.274766 5.236865 0.0 0.0 0.0
H 0.297286 0.710865 4.909912 0.0 0.0 0.0
H 0.272640 -1.016597 4.471172 0.0 0.0 0.0
H -1.468403 1.044136 3.318030 0.0 0.0 0.0
H -1.121515 -1.761988 2.556936 0.0 0.0 0.0
H -2.209817 -0.571665 1.785226 0.0 0.0 0.0
H -2.502531 -1.080441 3.458110 0.0 0.0 0.0
H 0.791110 1.418461 2.726113 0.0 0.0 0.0
H -0.320885 1.106302 1.384883 0.0 0.0 0.1
H 2.419745 -0.281862 3.426494 0.0 0.0 0.0
H 3.769665 -2.257302 2.844175 0.0 0.0 0.0
H 3.161004 -3.625259 0.863110 0.0 0.0 0.0
H 1.276706 -2.946608 -0.567474 0.0 0.0 0.0
O 1.196578 2.672581 -3.341264 0.1 -0.1 0.0
S 1.305424 1.832852 -4.584633 0.0 -0.1 0.1
O 1.710309 2.419074 -5.796896 0.0 0.0 0.0
O 2.130840 0.671976 -4.029092 -0.1 -0.1 0.1
O -0.044870 1.125907 -4.530558 0.0 0.0 0.1
```
Forces are in eV/Å.

E_LUMO, hartree: -0.156
HOMO, eV: -10.5
Total charge: +1
Kohn-Sham gap, eV: 6.2
Energy above the lowest of the compared OMol25 structures with the same formula, charge and spin, kcal per mole: 0.00